1.
# C4H7N3

An isolated molecule of C4H7N3 at a distorted geometry (ωB97M-V/def2-TZVPD, the OMol25 dataset).

```
14
Properties=species:S:1:pos:R:3:nbo_charge:R:1
H -2.516 -1.113 0.356 0.338
N -2.387 -0.168 0.002 -0.702
C -1.281 -0.082 -0.626 0.429
C -0.122 -1.004 -0.647 -0.405
C 0.832 -0.286 -0.023 0.235
N 2.038 -0.671 0.509 -0.792
C 0.215 1.065 0.291 -0.282
N -0.734 1.221 -0.829 -0.603
H -0.153 -2.070 -0.829 0.224
H 2.757 0.038 0.561 0.385
H 2.387 -1.562 0.186 0.386
H -0.483 0.847 1.150 0.208
H 0.902 1.904 0.444 0.207
H -1.456 1.881 -0.546 0.370
```

Properties
ΔE to the lowest compared entry with this formula, charge and spin	128.91	kJ/mol
total charge	0
Kohn-Sham gap	9.38	eV


2.
# C4H7N3

An isolated molecule of C4H7N3 at a distorted geometry (ωB97M-V/def2-TZVPD, the OMol25 dataset).

```
14
Properties=species:S:1:pos:R:3:nbo_charge:R:1
H -1.240 2.759 -0.715 0.358
N -0.562 2.055 -0.440 -0.669
C -1.135 0.935 -0.219 0.337
C -2.590 0.778 -0.288 0.205
N -3.747 0.759 -0.296 -0.272
N -0.457 -0.205 0.098 -0.578
C 0.964 -0.153 0.404 -0.228
C 1.678 -1.432 -0.004 -0.612
H -0.991 -0.986 0.446 0.399
H 1.360 0.705 -0.142 0.235
H 1.113 0.052 1.474 0.188
H 1.563 -1.616 -1.076 0.215
H 1.298 -2.305 0.539 0.202
H 2.746 -1.346 0.218 0.220
```

Properties
ΔE to the lowest compared entry with this formula, charge and spin	41.57	kJ/mol
total charge	0
Kohn-Sham gap	10.45	eV